Formula: C30H84O15
Source: the Open Molecules 2025 dataset
Level of theory: ωB97M-V/def2-TZVPD

The calculation puts the HOMO energy at -9.7 eV. The LUMO energy comes out at 0.01300 Ha. The total energy comes out at -63181.191 eV. For the largest force on an atom, the calculation gives 2.82 eV/Å. For the energy above the lowest of the compared OMol25 structures with the same formula, charge and spin, the calculation gives 1.476 eV. As for the HOMO-LUMO gap: 0.3685 Eh.

Structure (ORCA input):
```
! RIJCOSX wB97M-V def2-TZVPD def2/J DEFGRID3
* xyz 0 1
C -4.35 0.41 -0.53
C -4.18 1.90 -0.42
O -4.20 2.44 0.89
H -5.38 0.11 -0.30
H -3.59 -0.18 0.05
H -4.25 0.17 -1.54
H -5.04 2.40 -0.93
H -3.23 2.21 -0.92
H -3.68 1.85 1.44
C -0.11 -1.21 0.00
C -0.48 0.28 0.03
O -0.09 0.98 -1.20
H -0.21 -1.70 0.98
H 0.92 -1.40 -0.28
H -0.83 -1.71 -0.66
H 0.09 0.75 0.79
H -1.60 0.53 0.19
H -0.57 0.45 -1.91
C 2.64 2.31 1.82
C 2.11 2.12 3.26
O 1.27 0.99 3.64
H 1.80 2.60 1.26
H 2.93 1.35 1.48
H 3.38 3.10 1.92
H 1.46 2.98 3.44
H 2.87 2.21 4.03
H 1.84 0.23 3.80
C 0.63 -4.90 -0.57
C 1.49 -4.43 -1.73
O 2.11 -3.15 -1.37
O -0.64 -5.51 -0.98
H 0.33 -4.01 0.00
H 1.14 -5.57 0.13
H 0.85 -4.34 -2.61
H 2.23 -5.22 -1.88
H 2.20 -2.65 -2.21
H -0.84 -6.34 -0.54
C 3.23 2.19 -1.61
C 2.27 3.41 -1.91
O 2.74 4.52 -1.25
O 2.52 0.98 -1.59
H 3.78 2.37 -0.65
H 3.95 2.21 -2.40
H 1.25 3.17 -1.71
H 2.33 3.53 -3.00
H 2.88 4.26 -0.33
H 1.61 1.13 -1.32
C 2.70 -1.17 -4.65
C 4.16 -1.62 -4.45
O 4.32 -2.91 -3.86
O 2.08 -1.10 -3.40
H 2.09 -1.83 -5.28
H 2.78 -0.17 -5.11
H 4.66 -0.89 -3.77
H 4.63 -1.67 -5.48
H 4.08 -2.83 -2.94
H 2.32 -0.29 -2.94
C -3.70 7.22 0.88
C -2.69 6.63 1.86
C -1.80 5.67 1.11
O -1.93 7.66 2.49
H -4.28 6.42 0.42
H -3.20 7.69 0.01
H -4.35 7.92 1.34
H -3.24 6.04 2.62
H -0.92 5.35 1.77
H -1.50 6.18 0.20
H -2.38 4.75 0.85
H -1.76 7.43 3.40
C 5.74 -1.43 2.98
C 4.45 -0.74 2.62
C 4.07 -0.99 1.18
O 3.37 -1.07 3.50
H 5.66 -2.52 3.00
H 6.15 -1.15 3.93
H 6.47 -1.17 2.20
H 4.53 0.33 2.71
H 4.09 -2.03 1.01
H 4.76 -0.59 0.44
H 3.11 -0.61 0.90
H 3.37 -2.07 3.59
C 0.31 -4.90 4.17
C 1.10 -3.75 3.67
C 0.33 -2.39 3.76
O 2.42 -3.55 4.23
H 0.98 -5.76 4.24
H -0.60 -5.07 3.57
H -0.01 -4.69 5.18
H 1.40 -3.84 2.63
H 0.90 -1.70 3.17
H 0.33 -2.02 4.79
H -0.69 -2.37 3.40
H 2.45 -3.78 5.21
C -3.47 -4.57 -2.83
C -2.20 -4.08 -3.63
C -2.49 -3.48 -4.96
O -1.56 -3.02 -2.86
H -3.93 -3.68 -2.27
H -3.05 -5.29 -2.10
H -4.27 -5.03 -3.42
H -1.53 -4.96 -3.67
H -2.83 -4.34 -5.65
H -1.62 -3.05 -5.47
H -3.18 -2.68 -4.90
H -1.52 -3.34 -1.96
C -3.05 0.90 -4.83
C -1.67 0.45 -4.42
C -0.75 1.62 -4.32
O -1.68 -0.12 -3.10
H -3.76 0.10 -4.63
H -3.04 1.39 -5.82
H -3.30 1.70 -4.14
H -1.24 -0.31 -5.17
H 0.28 1.23 -4.43
H -0.87 1.90 -3.25
H -0.87 2.39 -5.08
H -1.54 -1.08 -3.17
C -2.24 3.06 3.69
C -2.07 1.61 3.99
C -2.33 1.32 5.44
O -3.15 0.80 3.23
H -3.33 3.32 3.94
H -2.12 3.32 2.64
H -1.63 3.61 4.39
H -1.08 1.24 3.61
H -1.50 1.53 6.09
H -2.66 0.24 5.51
H -3.14 1.97 5.82
H -3.92 0.86 3.79
*
```